No. 1
Density functional theory data (the ωB97M-V functional and the def2-TZVPD basis) for a structure of composition C35H58CoF3N12.

```
109
Properties=species:S:1:pos:R:3:forces:R:3
Co 0.220 -0.386 0.056 0.4 -0.2 -0.2
C -1.744 -0.841 -5.257 0.0 0.0 0.0
N -0.740 -0.470 -4.279 0.1 0.0 0.1
C 0.477 0.081 -4.839 -0.1 0.1 0.0
C -0.911 -0.763 -2.941 0.1 0.0 0.0
N -0.549 0.032 -1.970 0.0 0.0 0.0
C -0.270 1.424 -2.281 0.0 0.0 -0.1
C -0.662 2.261 -1.087 -0.1 0.2 0.1
N 0.070 1.817 0.112 0.0 0.1 0.1
C -0.703 2.143 1.321 0.0 0.0 0.0
C -0.084 1.505 2.547 0.0 0.0 -0.1
N 0.237 0.105 2.264 -0.4 -0.1 0.1
C 0.569 -0.639 3.280 0.1 -0.1 -0.1
N 0.937 -0.117 4.497 0.1 -0.1 -0.2
C 0.634 -0.822 5.731 0.0 0.1 0.1
C 1.855 1.001 4.625 0.2 -0.1 0.1
N 0.597 -2.022 3.161 -0.1 0.3 0.2
C 1.705 -2.754 3.738 0.0 -0.1 0.0
C -0.630 -2.787 3.078 0.0 -0.1 -0.2
C 1.440 2.375 0.137 -0.1 0.0 0.0
C 2.485 1.372 0.612 0.0 0.0 -0.1
N 2.280 0.110 -0.084 0.0 0.1 -0.1
C 3.318 -0.640 -0.344 0.0 -0.1 0.2
N 4.513 -0.511 0.332 -0.2 0.0 0.0
C 5.793 -0.582 -0.340 0.0 -0.1 0.0
C 4.538 -0.472 1.778 0.0 0.1 0.0
N 3.286 -1.591 -1.308 0.0 0.1 0.1
C 2.336 -1.544 -2.394 0.0 0.0 0.0
C 4.007 -2.842 -1.171 0.0 0.0 0.0
N -1.511 -1.952 -2.680 -0.1 -0.1 0.0
C -2.512 -2.107 -1.639 0.1 -0.1 0.0
C -1.229 -3.133 -3.474 -0.1 0.0 0.0
H -2.009 0.035 -5.852 0.0 0.0 0.0
H -2.638 -1.200 -4.757 0.0 0.0 0.0
H -1.384 -1.618 -5.938 0.0 0.0 0.0
H 0.877 -0.608 -5.589 0.0 0.0 0.0
H 1.231 0.216 -4.076 0.0 0.0 0.0
H 0.300 1.044 -5.325 0.0 0.0 0.0
H -0.809 1.773 -3.167 0.0 0.0 0.0
H 0.799 1.574 -2.478 0.0 0.0 0.0
H -1.724 2.133 -0.882 0.0 0.0 -0.1
H -0.477 3.326 -1.278 0.0 0.0 0.0
H -1.713 1.757 1.166 0.1 0.0 0.0
H -0.767 3.231 1.463 0.0 0.0 0.0
H -0.792 1.581 3.380 0.0 0.0 0.0
H 0.800 2.076 2.841 -0.1 0.0 -0.1
H -0.256 -1.433 5.612 0.0 0.0 0.0
H 0.427 -0.083 6.506 0.0 0.0 0.0
H 1.460 -1.450 6.075 0.0 0.0 0.0
H 2.395 1.154 3.692 0.0 0.0 0.1
H 2.593 0.752 5.390 0.0 0.0 0.0
H 1.364 1.934 4.911 0.0 0.0 0.0
H 2.585 -2.117 3.812 0.0 0.0 0.0
H 1.944 -3.589 3.076 0.0 0.0 0.0
H 1.486 -3.166 4.729 0.0 0.0 0.0
H -1.380 -2.258 2.504 -0.1 0.1 -0.1
H -1.023 -3.024 4.077 0.0 0.0 0.0
H -0.443 -3.718 2.547 0.0 0.0 0.0
H 1.468 3.271 0.769 0.0 0.0 0.0
H 1.691 2.691 -0.876 0.0 -0.1 0.0
H 2.394 1.237 1.689 0.0 0.0 0.0
H 3.481 1.789 0.429 0.0 0.0 0.0
H 5.646 -0.560 -1.416 0.0 0.0 0.0
H 6.349 -1.489 -0.082 0.0 0.0 0.0
H 6.403 0.279 -0.058 0.0 0.0 0.0
H 3.525 -0.547 2.165 -0.1 0.0 0.0
H 4.994 0.448 2.156 0.0 0.0 0.0
H 5.111 -1.320 2.165 0.0 0.0 0.0
H 1.881 -0.562 -2.416 0.0 0.0 0.0
H 1.541 -2.281 -2.256 0.0 0.0 0.0
H 2.861 -1.734 -3.335 0.0 0.0 0.0
H 4.470 -2.910 -0.192 0.0 0.0 0.0
H 4.778 -2.950 -1.939 0.0 0.0 0.0
H 3.300 -3.666 -1.276 0.0 0.0 0.0
H -2.273 -1.523 -0.758 0.0 0.0 -0.1
H -2.541 -3.156 -1.352 0.0 0.0 0.1
H -3.501 -1.815 -2.009 0.0 0.0 0.0
H -0.373 -2.959 -4.121 0.0 0.0 0.0
H -2.080 -3.434 -4.091 0.0 0.0 0.0
H -0.985 -3.955 -2.797 0.0 0.0 0.0
N -3.313 -0.297 2.287 0.0 0.0 0.1
C -4.067 0.045 1.189 0.0 0.0 0.2
C -5.469 0.057 1.243 0.0 0.0 0.0
C -6.159 0.491 0.136 0.0 0.0 -0.1
C -5.453 0.907 -0.995 0.0 0.0 0.1
C -4.079 0.846 -0.943 0.0 -0.1 -0.1
N -3.384 0.415 0.115 -0.1 0.3 -0.2
H -3.732 -0.870 2.999 0.0 0.0 0.0
H -2.328 -0.436 2.119 0.0 0.0 0.0
H -5.983 -0.254 2.142 0.0 0.0 0.0
H -7.240 0.518 0.151 0.0 0.0 0.0
H -5.957 1.259 -1.883 0.0 0.0 0.0
H -3.488 1.129 -1.809 0.0 0.0 0.0
F -0.797 -9.835 0.689 0.0 0.0 0.1
C -0.330 -9.316 -0.460 0.0 0.1 0.0
F 0.831 -9.928 -0.729 0.1 0.0 0.0
F -1.201 -9.674 -1.420 -0.1 0.0 -0.1
C -0.185 -7.820 -0.374 0.0 -0.1 0.0
C 1.047 -7.207 -0.529 0.0 0.0 0.0
C 1.147 -5.827 -0.438 0.0 -0.1 0.0
C 0.020 -5.043 -0.192 0.0 0.1 0.0
C -1.217 -5.680 -0.033 0.0 0.0 0.0
C -1.318 -7.055 -0.124 0.0 0.0 0.0
C 0.112 -3.611 -0.100 0.1 -0.1 0.1
C 0.158 -2.399 0.023 0.0 0.0 -0.1
H 1.926 -7.805 -0.723 0.0 0.0 0.0
H 2.107 -5.346 -0.555 0.0 0.0 0.0
H -2.096 -5.081 0.164 0.0 0.0 0.0
H -2.278 -7.538 -0.002 0.0 0.0 0.0
```
Positions in Å, forces in eV/Å.

Total charge: +1
Spin multiplicity: 4
Frontier orbital gap (alpha / beta): 8.648 / 8.616 eV
E_tot: -3707.7029 Eh
HOMO level (alpha / beta): -10.21 / -10.17 eV

***

No. 2
Density functional theory data (the ωB97M-V functional and the def2-TZVPD basis) for an isolated molecule of C35H58O6.

```
99
Properties=species:S:1:pos:R:3:forces:R:3
C 1.669 -0.886 1.807 -0.1 0.1 0.0
C 0.188 -0.927 1.583 -0.1 0.3 0.1
C -0.406 -2.041 1.004 -0.2 -0.1 -0.1
C -1.791 -2.052 0.795 0.3 0.4 0.2
C -2.589 -0.996 1.236 0.0 -0.1 -0.1
C -1.996 0.135 1.797 0.4 0.0 0.1
C -0.613 0.156 1.929 -0.2 -0.4 -0.3
O 0.021 1.331 2.400 -0.2 -0.5 0.3
C 0.126 2.314 1.519 0.3 0.5 -0.1
O -0.262 2.254 0.376 0.1 0.0 0.0
C 0.778 3.544 2.122 -0.2 0.0 -0.1
C 0.383 4.775 1.304 -0.1 -0.3 0.0
C -1.127 4.760 1.145 0.3 0.2 0.1
O -1.897 4.575 2.052 0.0 -0.1 0.2
O -1.479 4.951 -0.123 0.1 0.1 -0.4
C -2.853 4.787 -0.476 -0.6 -0.4 -0.2
H -3.184 5.718 -0.943 0.0 -0.1 0.0
H -3.434 4.593 0.432 0.0 0.1 -0.2
C -2.993 3.621 -1.464 0.1 0.6 0.1
O -2.848 2.366 -0.865 0.2 -0.4 0.2
H -1.935 2.269 -0.544 -0.1 0.0 0.0
H -2.265 3.761 -2.274 -0.1 0.0 0.0
H -4.002 3.646 -1.885 0.1 0.1 0.0
H 0.837 4.753 0.315 0.0 0.1 0.1
H 0.682 5.685 1.825 0.0 0.0 0.0
H 1.861 3.409 2.122 0.0 -0.1 0.0
H 0.440 3.637 3.154 0.1 0.0 0.0
C -2.846 1.289 2.231 0.0 0.0 0.0
H -3.388 1.691 1.376 -0.1 0.1 0.0
H -2.255 2.088 2.670 -0.1 0.0 0.0
H -3.576 0.962 2.971 -0.1 0.0 0.1
C -4.084 -1.051 1.080 -0.1 -0.1 0.0
C -4.551 -2.415 0.579 0.3 0.0 0.0
H -4.583 -3.118 1.415 0.0 -0.1 0.0
H -5.553 -2.345 0.155 0.0 0.0 0.0
C -3.576 -2.978 -0.462 -0.8 0.0 -0.3
C -4.005 -4.381 -0.889 0.3 0.4 0.2
H -3.246 -4.824 -1.526 0.1 -0.1 -0.1
H -4.946 -4.337 -1.431 -0.1 0.0 -0.1
H -4.128 -5.014 -0.013 0.0 -0.1 0.1
C -3.457 -2.034 -1.673 0.4 -0.3 0.2
C -2.387 -2.463 -2.679 -0.2 0.2 -0.1
H -1.511 -2.820 -2.136 0.1 -0.1 0.0
C -1.988 -1.306 -3.597 0.1 -0.1 0.3
H -2.900 -0.801 -3.926 -0.1 0.0 -0.1
H -1.499 -1.705 -4.489 0.0 0.1 -0.1
C -1.048 -0.280 -2.943 0.0 -0.1 -0.4
C -1.160 1.056 -3.675 0.0 -0.2 0.3
H -2.191 1.403 -3.663 -0.1 0.1 0.0
H -0.842 0.953 -4.711 0.1 0.0 -0.2
H -0.546 1.813 -3.196 0.1 0.2 0.0
C 0.393 -0.802 -2.951 -0.2 0.3 0.3
H 0.735 -0.884 -3.987 0.0 -0.1 -0.1
H 0.405 -1.806 -2.521 0.1 -0.1 0.0
C 1.373 0.071 -2.170 0.1 -0.4 -0.3
H 1.010 0.197 -1.148 0.0 0.1 0.1
C 2.772 -0.545 -2.159 -0.1 0.3 0.3
H 2.718 -1.517 -1.663 0.0 -0.1 0.0
H 3.090 -0.728 -3.189 0.1 -0.1 -0.1
C 3.829 0.323 -1.467 0.3 -0.1 -0.3
C 4.195 1.529 -2.332 -0.2 -0.1 0.2
H 3.318 2.131 -2.553 -0.1 0.1 -0.1
H 4.632 1.199 -3.273 0.1 0.0 -0.1
H 4.918 2.161 -1.822 0.1 0.1 0.0
C 5.097 -0.489 -1.160 -0.4 0.1 0.3
C 4.951 -1.436 0.029 0.4 0.1 -0.2
H 4.661 -0.854 0.905 -0.1 0.0 0.1
C 6.250 -2.184 0.320 -0.4 -0.2 0.1
H 7.028 -1.468 0.597 0.1 0.0 0.0
H 6.576 -2.685 -0.596 0.1 0.0 -0.1
C 6.117 -3.234 1.429 0.3 0.1 0.0
C 7.395 -4.066 1.513 -0.3 0.0 0.0
H 7.601 -4.556 0.564 0.1 -0.1 -0.1
H 7.305 -4.831 2.280 0.1 -0.1 0.1
H 8.243 -3.431 1.762 0.1 0.1 0.0
C 5.825 -2.595 2.784 -0.1 -0.2 -0.2
H 6.606 -1.883 3.043 0.1 0.1 0.1
H 5.787 -3.357 3.560 0.0 0.0 0.1
H 4.871 -2.074 2.777 -0.1 0.1 0.1
H 5.286 -3.902 1.173 0.0 0.0 0.0
H 4.164 -2.167 -0.167 -0.1 0.0 0.1
H 5.915 0.204 -0.945 0.1 0.0 0.0
H 5.378 -1.058 -2.050 0.1 0.0 -0.1
H 3.416 0.694 -0.521 0.0 0.0 0.1
H 1.420 1.059 -2.626 0.0 0.1 0.0
H -1.350 -0.122 -1.903 0.0 0.0 0.1
H -2.763 -3.288 -3.287 0.1 -0.1 0.0
H -4.430 -1.972 -2.164 -0.1 0.1 0.0
H -3.200 -1.038 -1.313 -0.1 0.1 0.0
O -2.301 -3.142 0.156 0.1 -0.1 0.2
H -4.404 -0.260 0.395 0.0 0.0 0.0
H -4.556 -0.842 2.044 0.0 0.1 -0.1
C 0.427 -3.212 0.577 -0.1 0.0 0.0
H -0.198 -3.955 0.093 0.1 -0.1 0.0
H 1.207 -2.894 -0.113 0.1 0.0 -0.1
H 0.910 -3.672 1.439 0.1 -0.1 0.0
H 2.196 -0.880 0.855 0.2 0.0 -0.1
H 1.950 0.000 2.371 0.1 0.0 0.0
H 1.990 -1.767 2.361 0.1 -0.1 0.0
```
Positions in Å, forces in eV/Å.

Spin multiplicity: 1
Relative energy (zero: lowest compared OMol25 entry of this formula, charge and spin): 0.00 kcal per mole
Frontier orbital gap: 8.766 eV
E_tot: -1819.9836 Eh
HOMO level: -8.10 eV